--- a ---
# C3H14O3S2

A cluster of 4 separate species, C3H14O3S2 in total (wB97M-V/def2-TZVPD, the OMol25 dataset).

Last column: Löwdin charge in e.
Cartesian coordinates (Å):
C 2.117 0.393 -0.905  -0.17
C 1.156 -0.332 -1.936  -0.52
S 0.437 -1.889 -1.203  0.40
S -1.372 -1.525 -0.700  0.35
C -1.564 -1.332 1.249  -0.35
H 3.179 0.689 -1.258  0.09
H 2.225 -0.257 -0.039  0.03
H 1.839 1.377 -0.555  0.03
H 0.432 0.305 -2.379  0.05
H 1.837 -0.804 -2.686  0.06
H -0.676 -1.713 1.822  0.04
H -1.519 -0.236 1.561  0.03
H -2.524 -1.736 1.274  -0.03
O 1.039 0.847 3.258  -0.03
H 1.978 0.778 3.292  0.03
H 0.602 0.324 3.916  0.04
O 1.072 2.920 1.425  -0.08
H 1.912 2.670 1.775  0.01
H 0.230 2.555 1.798  0.05
O -2.268 2.858 -0.612  -0.02
H -1.459 3.351 -0.509  0.03
H -2.110 1.954 -0.582  -0.03

## Properties
orbital gap	8.845	eV
charge	0
molar mass	162.28	g mol⁻¹
E_LUMO	0.008	Eh
structure (SMILES)	CCSSC.O.O.O
2S+1	1


--- b ---
# C3H14O3S2

A cluster of 4 separate species, C3H14O3S2 in total (wB97M-V/def2-TZVPD, the OMol25 dataset).

Last column: Löwdin charge in e.
Cartesian coordinates (Å):
C 1.290 -0.481 0.957  -0.18
C 2.084 -1.780 0.987  -0.59
S 1.338 -3.047 -0.099  0.48
S -0.519 -3.211 0.841  0.47
C -1.611 -2.033 0.023  -0.47
H 0.549 -0.387 1.752  0.08
H 1.937 0.378 0.980  0.07
H 0.657 -0.416 0.089  0.01
H 2.146 -2.237 1.952  0.05
H 3.106 -1.578 0.688  0.07
H -1.362 -1.530 -0.899  0.02
H -1.718 -1.232 0.747  0.02
H -2.532 -2.555 -0.190  0.02
O 0.266 -0.190 -2.750  -0.06
H 0.740 -0.803 -2.169  0.00
H -0.285 -0.823 -3.241  0.05
O -0.108 2.240 -0.525  -0.06
H -0.827 2.620 -1.043  0.04
H 0.170 1.469 -1.033  -0.01
O -1.999 5.310 0.659  -0.06
H -2.192 5.397 1.599  0.03
H -1.128 4.891 0.675  0.03

## Properties
orbital gap	9.621	eV
charge	0
molar mass	162.28	g mol⁻¹
E_LUMO	0.018	Eh
structure (SMILES)	CCSSC.O.O.O
2S+1	1


--- c ---
# C3H14O3S2

A cluster of 4 separate species, C3H14O3S2 in total (wB97M-V/def2-TZVPD, the OMol25 dataset).

Last column: Löwdin charge in e.
Cartesian coordinates (Å):
C -2.258 0.969 1.450  -0.24
C -2.281 0.246 0.118  -0.59
S -1.649 1.516 -1.115  0.44
S -0.480 1.161 -2.779  0.39
C 1.200 0.638 -2.137  -0.47
H -2.437 0.119 2.328  0.14
H -2.950 1.844 1.489  0.07
H -1.283 1.426 1.379  0.00
H -1.854 -0.816 0.034  0.09
H -3.411 0.072 -0.101  0.08
H 0.823 0.101 -1.239  -0.01
H 1.487 -0.197 -2.885  0.05
H 2.061 1.287 -2.159  0.03
O 0.547 0.035 1.512  -0.01
H 1.127 0.725 1.646  0.01
H 0.710 -0.528 0.783  -0.02
O 0.619 -2.835 0.792  0.01
H 0.301 -3.648 0.839  -0.04
H 0.271 -2.233 1.473  0.04
O 2.806 0.059 -0.322  -0.07
H 3.143 -0.623 -0.916  0.07
H 3.509 0.682 -0.191  0.05

## Properties
orbital gap	8.528	eV
charge	0
molar mass	162.28	g mol⁻¹
E_LUMO	0.012	Eh
structure (SMILES)	CCSSC.O.O.O
2S+1	1


What should be chosen as the most stable of them? Choose b.


--- a ---
# C5H9N2O

A structure of composition C5H9N2O (wB97M-V/def2-TZVPD, the OMol25 dataset).

Last column: Löwdin charge in e.
Cartesian coordinates (Å):
C -1.582 -0.645 0.248  -0.45
C 2.135 0.538 0.537  -0.01
C 1.833 0.162 -0.925  -0.10
C -0.411 1.272 -0.266  -0.12
C 0.710 0.306 -0.010  -0.18
N -0.409 -1.189 0.351  0.24
N -2.739 -1.262 0.331  0.25
O -1.641 0.668 -0.056  0.06
H 2.544 -0.362 0.970  0.11
H 2.515 1.542 0.760  0.13
H 2.078 0.908 -1.769  0.16
H 2.215 -0.847 -1.162  0.13
H -0.301 2.191 0.443  0.18
H -0.358 1.605 -1.328  0.15
H -0.153 -2.035 0.906  0.17
H -2.812 -2.159 0.655  0.10
H -3.624 -0.695 0.314  0.18

## Properties
orbital gap	11.094	eV
charge	+1
molar mass	113.14	g mol⁻¹
E_LUMO	-0.135	Eh
2S+1	1


--- b ---
# C5H9N2O

A structure of composition C5H9N2O (wB97M-V/def2-TZVPD, the OMol25 dataset).

Last column: Löwdin charge in e.
Cartesian coordinates (Å):
C -1.243 -0.201 0.357  -0.28
C 0.047 -2.001 -0.093  -0.14
C 0.706 -0.739 -0.711  -0.02
C -0.890 1.367 -0.679  0.02
C 0.762 1.063 0.975  0.00
N -1.257 -1.578 0.321  0.17
N 0.005 0.424 -0.058  -0.21
O -2.012 0.824 0.078  0.15
H -0.244 -2.794 -0.854  0.17
H 0.520 -2.306 0.709  0.07
H 1.814 -0.560 -0.435  0.16
H 0.774 -0.733 -1.782  0.13
H -0.605 2.348 -0.200  0.18
H -1.004 1.121 -1.713  0.17
H 1.452 1.871 0.679  0.14
H 0.084 1.620 1.685  0.14
H 1.090 0.275 1.723  0.15

## Properties
orbital gap	10.789	eV
charge	+1
molar mass	113.14	g mol⁻¹
E_LUMO	-0.143	Eh
2S+1	1


--- c ---
# C5H9N2O

A cluster of 2 separate species, C5H9N2O in total (wB97M-V/def2-TZVPD, the OMol25 dataset).

Last column: Löwdin charge in e.
Cartesian coordinates (Å):
C 1.765 0.287 0.706  -0.03
C 0.937 -0.086 1.777  -0.05
C 1.309 0.084 -0.539  0.01
C -0.174 -0.803 1.599  -0.03
C -0.010 -0.454 -0.700  -0.36
N -0.556 -0.626 -1.920  0.20
N -0.586 -0.956 0.336  0.13
O -1.472 1.380 -0.404  -0.05
H 2.772 0.710 0.869  0.15
H 1.410 0.085 2.750  0.13
H 1.822 0.546 -1.422  0.15
H -0.874 -1.218 2.429  0.19
H -1.499 -0.958 -1.959  0.12
H -0.237 -0.342 -2.793  0.11
H -1.455 -1.299 0.199  0.14
H -2.415 1.607 -0.442  0.08
H -0.738 2.042 -0.486  0.10

## Properties
orbital gap	9.693	eV
charge	+1
molar mass	113.14	g mol⁻¹
E_LUMO	-0.135	Eh
2S+1	1


--- d ---
# C5H9N2O

The ion C5H9N2O with charge +1 (wB97M-V/def2-TZVPD, the OMol25 dataset).

Last column: Löwdin charge in e.
Cartesian coordinates (Å):
C -1.873 -0.347 -0.048  -0.02
C -1.762 -1.427 0.789  -0.21
C 0.183 0.631 0.533  0.16
C 2.153 0.319 -0.935  -0.06
C 1.561 0.662 0.378  -0.21
N -0.958 0.666 -0.111  -0.11
N -0.755 -1.603 1.595  0.15
O -1.220 1.788 -0.891  0.10
H -2.431 -0.271 -1.000  0.16
H -2.741 -2.024 0.697  0.16
H 2.828 1.040 -1.410  0.10
H 1.296 0.152 -1.707  0.12
H 2.601 -0.618 -0.993  0.06
H 1.996 1.577 0.934  0.20
H 1.920 0.015 1.162  0.14
H -0.662 -2.375 2.282  0.10
H -2.136 1.814 -1.276  0.16

## Properties
orbital gap (spin up / spin down)	6.985 / 7.780	eV
charge	+1
molar mass	113.14	g mol⁻¹
E_LUMO (spin up / spin down)	-0.233 / -0.206	Eh
2S+1	1


What should be chosen as the most stable of them? Choose c.